# C3H7NO2

The molecule C3H7NO2 at a distorted geometry (wB97M-V/def2-TZVPD, the OMol25 dataset).

Each line ends with the Löwdin charge.
Element x y z (Å)
1 C -0.546 -0.309 -1.529  -0.08
2 C -0.772 -0.845 -0.113  -0.22
3 N -0.126 -0.109 0.988  0.06
4 C 0.909 0.742 0.806  -0.62
5 O 1.717 0.721 -0.105  0.07
6 O 1.132 1.537 1.885  0.10
7 H -1.503 -0.404 -2.035  0.07
8 H 0.216 -0.879 -2.055  0.07
9 H -0.227 0.722 -1.508  0.07
10 H -0.669 -1.909 0.085  0.11
11 H -1.841 -0.676 0.050  0.10
12 H -0.267 -0.531 1.893  0.14
13 H 1.977 1.941 1.638  0.12

Properties
Energy relative to the best compared isomer or geometry (same formula, charge and spin) ... 64.17 kJ/mol
SMILES ... CCNC(=O)O
Orbital gap ... 0.383 hartree
Charge ... 0
LUMO ... 0.8 eV
DFT total energy ... -8809.8638 eV

***

# C16H31N2O9S

A cluster of 3 separate species, C16H31N2O9S in total at a distorted geometry (wB97M-V/def2-TZVPD, the OMol25 dataset).

Each line ends with the Löwdin charge.
Element x y z (Å)
1 N 2.974 -0.903 3.177  0.12
2 C 2.897 0.188 3.784  -0.27
3 C 1.639 1.000 3.645  -0.30
4 S 0.884 0.689 2.052  1.19
5 C -0.146 2.130 1.812  -0.33
6 C -1.321 2.202 2.833  -0.29
7 N -2.641 1.956 2.295  0.03
8 C 2.204 0.900 0.790  -0.33
9 O 3.375 1.454 1.272  -0.12
10 C 3.668 2.748 0.744  -0.21
11 O 2.871 3.742 1.273  -0.10
12 C 3.278 4.280 2.525  -0.17
13 C 3.440 5.811 2.454  -0.22
14 O 2.731 6.409 1.392  -0.04
15 H 3.854 -1.378 3.362  0.08
16 H 3.681 0.601 4.418  0.13
17 H 1.765 2.064 3.830  0.09
18 H 0.906 0.631 4.367  0.11
19 H -0.502 2.102 0.783  0.10
20 H 0.510 3.001 1.906  0.08
21 H -1.158 1.475 3.630  0.10
22 H -1.303 3.207 3.250  0.12
23 H -2.889 2.655 1.604  0.08
24 H -2.671 1.057 1.830  0.05
25 H 2.345 -0.092 0.368  0.11
26 H 1.735 1.546 0.042  0.11
27 H 4.725 2.904 0.960  0.15
28 H 3.511 2.743 -0.336  0.15
29 H 4.224 3.829 2.838  0.13
30 H 2.536 4.023 3.288  0.10
31 H 3.107 6.227 3.409  0.12
32 H 4.487 6.054 2.289  0.12
33 H 1.781 6.326 1.552  0.10
34 C -3.857 -2.936 -1.253  -0.02
35 C -3.363 -1.823 -0.380  -0.30
36 C -2.034 -1.197 -0.749  -0.08
37 O -1.576 -0.720 0.538  -0.01
38 C -2.133 -1.511 1.495  -0.59
39 O -1.810 -1.454 2.642  0.15
40 O -3.069 -2.299 0.966  0.11
41 H -4.710 -3.419 -0.775  0.10
42 H -4.169 -2.543 -2.216  0.08
43 H -3.088 -3.693 -1.412  0.09
44 H -4.128 -1.048 -0.281  0.16
45 H -2.102 -0.379 -1.458  0.13
46 H -1.321 -1.938 -1.113  0.14
47 C -1.899 -5.942 -5.779  -0.02
48 C -1.766 -4.444 -5.752  -0.31
49 C -0.385 -3.896 -5.458  -0.08
50 O -0.691 -2.622 -4.861  0.07
51 C -1.909 -2.723 -4.294  -0.56
52 O -2.389 -1.905 -3.567  0.13
53 O -2.513 -3.868 -4.651  0.09
54 H -2.948 -6.230 -5.809  0.09
55 H -1.404 -6.342 -6.663  0.10
56 H -1.452 -6.390 -4.890  0.09
57 H -2.162 -4.004 -6.671  0.16
58 H 0.239 -3.756 -6.335  0.14
59 H 0.143 -4.502 -4.718  0.14

Properties
Energy relative to the best compared isomer or geometry (same formula, charge and spin) ... 0.00 kJ/mol
Orbital gap ... 0.377 hartree
Charge ... +1
LUMO ... -2.1 eV
DFT total energy ... -49330.1963 eV

***

# C9H18Cl2O7P2S2

A cluster of 2 separate species, C9H18Cl2O7P2S2 in total at a distorted geometry (wB97M-V/def2-TZVPD, the OMol25 dataset).

Each line ends with the Löwdin charge.
Element x y z (Å)
1 C 0.106 -2.157 -1.095  -0.08
2 C -1.075 -1.483 -0.331  -0.18
3 C -1.338 -0.045 -0.780  -0.30
4 C -2.274 0.695 0.221  -0.46
5 O -1.912 1.264 1.200  0.16
6 O -3.569 0.601 -0.227  -0.11
7 C -3.711 0.205 -1.614  -0.93
8 S -4.693 1.597 -2.281  0.76
9 P -4.720 -1.411 -1.465  0.62
10 O -4.301 -2.057 -0.005  -0.34
11 Cl -4.019 -2.806 -2.839  0.20
12 C -2.184 0.202 -2.041  -0.98
13 S -1.798 2.045 -2.342  0.73
14 Cl -1.695 -0.527 -3.596  0.62
15 H -0.245 -2.954 -1.746  0.07
16 H 0.649 -1.387 -1.649  0.07
17 H 0.801 -2.519 -0.335  0.07
18 H -0.798 -1.431 0.722  0.09
19 H -1.948 -2.133 -0.375  0.08
20 H -0.408 0.503 -0.886  0.12
21 H -5.656 1.007 -3.029  -0.12
22 H -3.793 -2.862 -0.178  0.03
23 H -1.022 1.967 -3.438  -0.13
24 C 0.604 0.097 2.568  -0.10
25 O 1.387 -0.116 1.388  -0.30
26 P 3.024 -0.326 1.593  0.60
27 O 3.055 -1.479 2.525  -0.24
28 O 3.191 1.127 2.350  -0.27
29 C 2.802 2.318 1.651  -0.12
30 O 4.621 -0.357 1.125  -0.22
31 C 5.273 0.796 0.579  -0.11
32 H -0.224 -0.607 2.555  0.08
33 H 1.174 -0.029 3.484  0.09
34 H 0.203 1.108 2.533  0.08
35 H 2.038 2.835 2.231  0.09
36 H 2.403 2.102 0.658  0.08
37 H 3.669 2.971 1.549  0.08
38 H 5.561 1.471 1.385  0.09
39 H 4.643 1.314 -0.141  0.08
40 H 6.178 0.461 0.075  0.09

Properties
SMILES ... CC[C@@H]1C(=O)O[C@](S)(P(O)Cl)[C@]1(S)Cl.COP(=O)(OC)OC
Orbital gap ... 0.288 hartree
Charge ... 0
LUMO ... -1.2 eV
DFT total energy ... -89249.3617 eV

***

# C3H7NO2

The molecule C3H7NO2 at a distorted geometry (wB97M-V/def2-TZVPD, the OMol25 dataset).

Each line ends with the Löwdin charge.
Element x y z (Å)
1 N 0.767 0.668 1.417  0.13
2 C 0.833 -0.438 0.663  -0.57
3 O 1.426 -1.333 1.290  0.00
4 C 0.270 -0.638 -0.710  -0.09
5 C -0.868 0.310 -1.068  -0.28
6 O -1.964 0.195 -0.189  -0.06
7 H 1.372 0.047 2.132  0.18
8 H 0.523 1.608 1.092  0.11
9 H -0.070 -1.677 -0.736  0.13
10 H 1.101 -0.553 -1.420  0.13
11 H -0.492 1.346 -1.111  0.11
12 H -1.246 0.065 -2.065  0.12
13 H -1.652 0.400 0.704  0.08

Properties
Energy relative to the best compared isomer or geometry (same formula, charge and spin) ... 184.92 kJ/mol
SMILES ... NC(=O)CCO
Orbital gap ... 0.401 hartree
Charge ... 0
LUMO ... 0.7 eV
DFT total energy ... -8808.6123 eV